Formula: C7H15N
Source: the OMol25 dataset
Level of theory: the ωB97M-V functional and the def2-TZVPD basis

Geometry as XYZ:
```
23
C7H15N, DFT the ωB97M-V functional and the def2-TZVPD basis
C 1.68 0.07 1.88
N 2.13 -0.94 0.98
C 1.14 -1.62 0.31
C -1.92 1.05 -2.31
C -2.38 0.34 -1.08
C -3.10 0.12 -2.35
C 0.06 -0.67 -0.33
C 2.83 0.81 2.55
H 1.06 0.78 1.32
H 1.01 -0.34 2.67
H 1.57 -2.22 -0.48
H 0.62 -2.32 0.98
H -1.12 0.82 -2.98
H -2.19 2.09 -2.19
H -3.11 0.54 -0.29
H -2.93 -0.82 -2.86
H -4.06 0.60 -2.51
H -0.54 -1.15 -1.12
H 0.58 0.19 -0.76
H -0.63 -0.35 0.44
H 3.38 0.14 3.22
H 2.42 1.64 3.12
H 3.49 1.23 1.79
```

Values from the calculation:
**E**: -8984.105 eV
**Kohn-Sham gap**: 3.8 eV
**LUMO level**: -2.45 eV
**Total charge**: 0

Atom charges from the Löwdin analysis, given in e for atoms 1 to 2: C -0.348; N 0.017